# 1
DFT (ωB97M-V/def2-TZVPD) results for the molecule C6H9N.

Each line ends with the natural charge from an NBO analysis.
Element x y z (Å)
1 C -0.904 -2.540 -0.075  -0.65
2 C -0.178 -1.230 -0.134  0.24
3 C -0.811 0.097 -0.073  -0.30
4 C 0.176 1.010 -0.012  0.06
5 C 0.066 2.506 0.037  -0.65
6 C 1.455 0.217 0.031  -0.31
7 N 1.108 -1.177 -0.170  -0.41
8 H -1.039 -2.830 0.974  0.23
9 H -1.893 -2.488 -0.537  0.21
10 H -0.308 -3.315 -0.560  0.24
11 H -1.880 0.283 -0.082  0.22
12 H 0.975 2.992 -0.335  0.22
13 H -0.106 2.869 1.057  0.23
14 H -0.774 2.848 -0.578  0.23
15 H 2.274 0.581 -0.599  0.22
16 H 1.838 0.177 1.057  0.24

Atomic forces in eV per Å
C 0.0 0.0 -0.1
C 0.1 -0.2 0.0
C 0.1 0.1 0.0
C -0.1 -0.2 0.1
C 0.0 0.0 0.0
C 0.1 0.0 0.1
N -0.4 0.0 0.0
H 0.0 0.1 -0.1
H 0.1 0.0 0.0
H -0.1 0.1 0.1
H 0.2 0.0 0.0
H -0.1 -0.1 0.1
H 0.1 -0.1 -0.1
H 0.1 -0.1 0.1
H -0.2 -0.1 0.0
H 0.1 0.5 0.1

- LUMO (eV) = 0.98
- energy above the lowest of the compared OMol25 structures with the same formula, charge and spin (eV) = 0.691
- HOMO-LUMO gap (eV) = 10.049
- charge = 0
- E_HOMO (eV) = -9.1
- DFT total energy (a.u.) = -288.75665
- F_max (Eh/bohr) = 0.01073

---

# 2
DFT (ωB97M-V/def2-TZVPD) results for a structure of composition FH3OP2 at a distorted geometry.

Each line ends with the natural charge from an NBO analysis.
Element x y z (Å)
1 O 0.666 -1.842 0.319  -1.00
2 F 2.567 0.689 0.520  -0.58
3 P -0.302 1.239 0.536  -0.01
4 P 1.277 0.193 -0.439  1.10
5 H 0.654 -2.594 -0.406  0.47
6 H -1.174 0.796 -0.458  0.01
7 H 0.146 2.422 -0.069  0.01

Atomic forces in eV per Å
O 0.6 1.3 -2.4
F -2.0 -0.8 -1.0
P -0.3 -0.2 1.6
P 1.5 -3.3 1.0
H 0.3 2.7 1.7
H -0.2 0.1 -0.5
H 0.0 0.2 -0.4

- LUMO (eV) = -0.61
- energy above the lowest of the compared OMol25 structures with the same formula, charge and spin (eV) = 2.273
- HOMO-LUMO gap (eV) = 8.975
- charge = 0
- E_HOMO (eV) = -9.6
- DFT total energy (a.u.) = -859.54788
- F_max (Eh/bohr) = 0.07235

---

# 3
DFT (ωB97M-V/def2-TZVPD) results for a cluster of 9 separate species, C21H64N14O9 in total at a distorted geometry.

Each line ends with the Löwdin spin population.
Element x y z (Å)
1 C -7.052 -17.346 -16.805  0.00
2 O -8.166 -16.994 -17.265  0.00
3 N -6.869 -18.421 -16.049  0.00
4 N -5.914 -16.700 -16.935  0.00
5 H -7.673 -19.032 -16.012  0.00
6 H -5.955 -18.602 -15.660  0.00
7 H -5.067 -17.170 -16.647  0.00
8 H -5.724 -15.752 -17.225  0.00
9 C -6.694 -17.845 -11.776  0.00
10 O -7.586 -17.869 -10.959  0.00
11 N -5.901 -18.788 -12.101  0.00
12 N -6.366 -16.747 -12.472  0.00
13 H -4.997 -18.666 -12.535  0.00
14 H -5.972 -19.683 -11.638  0.00
15 H -5.579 -16.775 -13.105  0.00
16 H -6.789 -15.901 -12.117  0.00
17 C -9.538 -24.625 -16.730  0.00
18 O -9.974 -25.740 -17.007  0.00
19 N -8.276 -24.268 -16.952  0.00
20 N -10.207 -23.724 -15.990  0.00
21 H -7.660 -25.000 -17.276  0.00
22 H -7.900 -23.466 -16.468  0.00
23 H -9.831 -22.804 -15.810  0.00
24 H -10.925 -23.983 -15.328  0.00
25 C -9.373 -20.508 -14.806  0.00
26 O -8.780 -21.448 -15.346  0.00
27 N -10.572 -20.074 -15.019  0.00
28 N -8.689 -19.692 -14.006  0.00
29 H -10.650 -19.091 -14.798  0.00
30 H -11.139 -20.643 -15.630  0.00
31 H -7.699 -19.890 -14.054  0.00
32 H -9.263 -19.085 -13.439  0.00
33 C -10.885 -16.449 -14.658  0.00
34 O -10.464 -17.400 -14.028  0.03
35 N -11.878 -15.714 -14.322  0.00
36 N -10.198 -15.726 -15.474  0.00
37 H -12.282 -15.052 -14.970  0.00
38 H -12.315 -15.891 -13.429  0.00
39 H -9.277 -16.066 -15.715  0.00
40 H -10.711 -14.957 -15.879  0.00
41 C -11.930 -17.756 -22.684  0.00
42 C -11.347 -18.480 -21.425  0.00
43 C -12.194 -18.516 -20.196  0.00
44 O -11.540 -19.274 -19.147  0.00
45 C -10.735 -18.540 -18.228  0.00
46 N -11.082 -19.776 -21.861  0.00
47 H -12.885 -18.188 -22.982  0.00
48 H -11.389 -17.910 -23.618  0.00
49 H -12.095 -16.680 -22.635  0.00
50 H -10.469 -17.872 -21.208  0.00
51 H -13.194 -18.915 -20.363  0.00
52 H -12.340 -17.505 -19.813  0.00
53 H -9.919 -18.018 -18.727  0.00
54 H -10.103 -19.089 -17.531  0.00
55 H -11.238 -17.746 -17.676  0.00
56 H -11.950 -20.203 -22.151  0.00
57 H -10.667 -20.344 -21.136  0.00
58 C -14.625 -20.563 -17.396  0.00
59 C -13.713 -21.613 -16.756  0.00
60 C -13.580 -21.748 -15.221  0.00
61 O -12.629 -22.855 -14.842  0.00
62 C -12.256 -22.816 -13.500  0.00
63 N -14.000 -22.822 -17.487  0.00
64 H -15.641 -20.435 -17.021  0.00
65 H -14.748 -20.719 -18.468  0.00
66 H -14.073 -19.641 -17.209  0.00
67 H -12.761 -21.394 -17.240  0.00
68 H -14.510 -22.203 -14.879  0.00
69 H -13.414 -20.865 -14.604  0.00
70 H -13.102 -23.103 -12.876  0.00
71 H -12.182 -21.868 -12.968  0.00
72 H -11.411 -23.471 -13.290  0.00
73 H -13.436 -23.454 -16.937  0.00
74 H -14.938 -23.112 -17.248  0.00
75 C -1.959 -23.491 -14.668  0.00
76 C -2.575 -22.627 -13.658  0.00
77 C -3.979 -21.991 -14.049  0.00
78 O -3.884 -21.454 -15.343  0.00
79 C -5.035 -21.253 -16.183  0.00
80 N -2.825 -23.499 -12.519  0.00
81 H -0.999 -23.873 -14.321  0.00
82 H -1.878 -22.742 -15.455  0.00
83 H -2.615 -24.318 -14.940  0.00
84 H -1.960 -21.788 -13.334  0.00
85 H -4.339 -21.155 -13.449  0.00
86 H -4.785 -22.721 -13.973  0.00
87 H -4.516 -20.821 -17.039  0.00
88 H -5.801 -20.632 -15.720  0.00
89 H -5.538 -22.175 -16.472  0.00
90 H -1.979 -23.964 -12.222  0.00
91 H -3.191 -22.910 -11.784  0.00
92 C -10.458 -19.374 -10.572  0.02
93 C -11.252 -18.164 -10.818  0.11
94 C -10.416 -16.820 -10.909  0.11
95 O -11.023 -15.507 -10.902  0.08
96 C -11.712 -15.041 -9.761  0.01
97 N -12.073 -18.455 -11.933  0.55
98 H -11.106 -20.250 -10.584  0.00
99 H -10.083 -19.435 -9.550  0.00
100 H -9.585 -19.575 -11.192  0.00
101 H -11.849 -17.948 -9.932  0.02
102 H -9.700 -16.883 -11.729  0.00
103 H -9.670 -16.667 -10.129  0.02
104 H -12.251 -14.096 -9.823  0.00
105 H -11.109 -14.822 -8.880  0.00
106 H -12.671 -15.520 -9.562  0.01
107 H -12.803 -17.783 -12.119  0.02
108 H -11.624 -18.636 -12.819  0.01

Atomic forces in eV per Å
C -2.7 1.0 -0.7
O 1.6 -0.3 0.9
N -0.8 -1.3 0.5
N 3.3 2.0 -0.5
H 0.6 -0.3 0.3
H -0.6 -0.5 -0.1
H -0.2 0.1 -0.1
H -0.9 -0.3 -0.3
C -0.7 3.2 0.2
O -1.4 -0.4 0.8
N 3.1 -6.0 -0.6
N -0.6 2.0 -0.4
H -0.3 0.3 0.1
H -0.2 0.1 0.1
H -0.4 0.6 0.2
H 0.5 0.1 -0.5
C -1.0 -2.2 1.4
O 0.0 0.5 -0.3
N 2.2 0.6 -1.0
N -1.5 1.2 0.8
H -0.1 0.3 0.0
H 0.0 -0.3 -0.1
H 0.3 -0.3 -0.1
H 0.0 -0.5 -1.0
C 3.2 -1.2 -0.6
O -0.3 -0.1 -0.1
N -3.1 -0.3 -0.5
N 0.6 0.0 0.9
H -0.9 0.1 -0.6
H -0.4 0.6 -0.1
H -0.2 0.6 1.1
H 1.4 0.4 0.1
C 2.3 1.5 0.7
O 0.1 -2.7 1.2
N -6.4 1.0 2.7
N 2.9 0.0 -3.1
H -0.1 -0.1 0.6
H -0.4 0.2 -0.4
H 0.0 0.2 -1.2
H 1.3 0.0 -0.4
C -1.0 0.1 0.0
C -0.4 2.2 -1.6
C 0.0 1.2 1.5
O -0.1 -0.3 0.6
C 1.0 1.0 -1.1
N 1.2 -2.0 -0.7
H -0.5 -0.1 0.4
H 0.8 -0.2 0.5
H 0.1 0.0 0.5
H 0.6 -0.5 0.3
H 0.1 -0.5 0.0
H -0.1 0.3 0.1
H -0.1 0.3 -0.6
H -0.9 -1.0 0.0
H -0.6 -0.1 0.1
H 0.0 -0.3 -0.1
H -0.1 -0.2 0.1
C 0.3 1.2 1.2
C 0.5 0.7 -1.8
C -0.7 -2.4 0.1
O -0.1 2.5 -1.1
C -1.4 -0.4 1.4
N 0.0 -1.4 1.6
H 0.0 -0.3 0.5
H 0.5 -0.2 0.1
H -0.5 0.6 -0.4
H 0.7 0.5 0.7
H -0.6 0.4 0.1
H 0.4 0.3 -0.3
H -0.4 -1.2 0.1
H 1.1 1.0 -1.0
H 0.0 0.2 -0.2
H 0.4 -1.3 -0.6
H -0.6 -0.2 -0.2
C 0.0 1.0 -1.4
C -2.1 0.2 2.1
C 0.1 -0.5 -0.8
O 0.1 0.0 -0.8
C 1.3 -0.5 0.7
N -0.9 0.5 0.5
H 0.0 0.1 -0.2
H 0.7 -0.9 -1.0
H 0.0 0.1 -0.1
H 0.5 0.2 -0.5
H 0.5 0.1 1.0
H 0.1 -0.6 -0.1
H -0.9 0.3 -0.3
H 0.1 0.2 0.0
H 0.2 -0.3 0.0
H 0.0 0.1 0.2
H 0.1 -0.4 0.7
C 1.6 -2.0 1.3
C -1.1 0.1 0.5
C 1.6 3.0 0.2
O -0.9 -1.1 -1.3
C -1.0 0.5 1.0
N 0.2 2.6 0.1
H -0.1 0.0 -0.4
H 0.2 0.6 0.1
H -0.2 0.4 -0.3
H -0.6 -0.1 -0.1
H -0.8 0.1 -0.7
H -0.4 -1.6 1.1
H 0.9 0.8 -1.6
H 0.3 -1.0 0.1
H 0.4 -1.6 0.4
H -0.7 -0.1 0.2
H 0.6 -0.8 -0.5

- LUMO (spin up / spin down) (eV) = -2.72 / -7.76
- energy above the lowest of the compared OMol25 structures with the same formula, charge and spin (eV) = 1.795
- HOMO-LUMO gap (spin up / spin down) (eV) = 7.577 / 2.540
- spin multiplicity = 2
- charge = +1
- E_HOMO (spin up / spin down) (eV) = -10.3 / -10.3
- DFT total energy (a.u.) = -2281.87716
- F_max (Eh/bohr) = 0.13713

---

# 4
DFT (ωB97M-V/def2-TZVPD) results for a structure of composition BrH10LiO5 at a distorted geometry.

Each line ends with the natural charge from an NBO analysis.
Element x y z (Å)
1 Li -1.143 -22.053 -14.014  0.94
2 Br -3.091 -23.240 -15.558  -0.84
3 O -1.373 -26.210 -15.654  -0.94
4 H -1.681 -26.899 -15.087  0.46
5 H -1.650 -25.386 -15.113  0.47
6 O -3.835 -20.484 -16.001  -1.03
7 H -4.399 -20.373 -16.785  0.49
8 H -3.779 -21.443 -15.824  0.47
9 O -6.640 -24.580 -16.253  -0.95
10 H -7.365 -23.889 -16.382  0.47
11 H -5.858 -24.156 -15.899  0.48
12 O -1.377 -20.491 -14.814  -1.04
13 H -2.378 -20.458 -14.881  0.53
14 H -1.209 -19.569 -14.454  0.50
15 O -4.806 -24.969 -12.890  -0.94
16 H -4.324 -24.666 -13.661  0.48
17 H -5.199 -24.241 -12.543  0.46

Atomic forces in eV per Å
Li -0.4 -0.9 -0.5
Br 0.8 -1.0 0.9
O -0.2 2.7 1.1
H -0.3 -1.0 0.5
H 0.5 -1.7 -1.7
O -0.6 1.0 -0.2
H 0.4 0.0 0.5
H -0.3 0.0 -0.4
O -1.9 0.9 -0.5
H 1.9 -1.3 0.4
H 0.1 0.4 0.1
O -0.9 2.5 1.3
H 0.9 0.0 -0.9
H 0.1 -1.6 -0.7
O 1.8 -3.5 -1.3
H 0.2 0.2 -0.3
H -1.9 3.4 1.6

- LUMO (eV) = -1.06
- energy above the lowest of the compared OMol25 structures with the same formula, charge and spin (eV) = 0.340
- HOMO-LUMO gap (eV) = 8.556
- charge = 0
- E_HOMO (eV) = -9.6
- DFT total energy (a.u.) = -2963.79593
- F_max (Eh/bohr) = 0.08138

---

# 5
DFT (ωB97M-V/def2-TZVPD) results for a cluster of 2 separate species, C3H8BBrO2 in total at a distorted geometry.

Each line ends with the natural charge from an NBO analysis.
Element x y z (Å)
1 B 0.057 -1.734 -0.023  1.17
2 C 0.595 1.680 -0.683  -0.59
3 C 0.104 1.345 0.686  -0.46
4 C -0.835 0.135 0.880  -0.51
5 O 1.265 -1.670 -0.584  -0.92
6 O -0.798 -2.712 0.226  -0.94
7 Br -2.504 0.388 -0.054  -0.03
8 H 1.264 2.436 -0.743  0.20
9 H 1.005 0.725 -1.014  0.20
10 H -0.171 1.872 -1.290  0.20
11 H -0.381 2.209 0.947  0.19
12 H 1.040 1.379 1.221  0.21
13 H -1.208 -0.212 1.943  0.24
14 H 1.641 -2.485 -1.032  0.51
15 H -1.074 -3.357 -0.480  0.51

Atomic forces in eV per Å
B -1.3 3.6 1.9
C 0.3 -4.7 0.8
C 0.4 -0.7 0.4
C 1.9 -3.2 0.1
O 1.0 -1.1 -1.2
O -1.3 -1.8 -1.2
Br -0.2 0.1 -0.3
H 2.2 2.3 0.2
H 0.6 0.3 -0.6
H -3.2 0.9 -2.7
H -1.6 2.1 1.5
H 0.0 -0.9 1.2
H 1.4 1.1 -2.0
H -0.8 1.3 0.9
H 0.7 0.8 1.1

- LUMO (eV) = -0.04
- energy above the lowest of the compared OMol25 structures with the same formula, charge and spin (eV) = 2.587
- HOMO-LUMO gap (eV) = 8.251
- charge = 0
- E_HOMO (eV) = -8.3
- DFT total energy (a.u.) = -2868.44458
- F_max (Eh/bohr) = 0.09301